(1)
Below is 2 unconnected molecules or ions with the total composition H3O4PS in a non-equilibrium geometry, with properties calculated with ωB97M-V with the def2-TZVPD basis set.

Computed properties:
gap between HOMO and LUMO	8.803	eV
lowest unoccupied orbital energy	-0.22	eV
net charge	0
HOMO level	-9.02	eV
electronic energy	-1042.28999	hartree
structure (SMILES)	O=[P@@]1(O)OS1.O

Each line ends with the Mulliken charge.
CARTESIAN COORDINATES (ANGSTROEM)
S 0.931 1.385 0.241  0.03
H 0.833 -0.952 1.772  0.35
O 0.532 -1.404 0.992  -0.39
H -2.511 1.298 -0.836  0.31
O 2.208 0.409 0.226  -0.35
O 0.585 -1.118 -1.584  -0.54
H -1.580 -0.061 -0.327  0.34
O -1.799 0.965 -0.216  -0.62
P 0.799 -0.522 -0.267  0.87



(2)
Below is C5H7NO in the gas phase, with properties calculated with ωB97M-V with the def2-TZVPD basis set.

Computed properties:
gap between HOMO and LUMO	7.429	eV
lowest unoccupied orbital energy	-0.02	eV
net charge	0
HOMO level	-7.45	eV
electronic energy	-324.57588	hartree
structure (SMILES)	CN1C=C=C[C@@H]1O

Each line ends with the Mulliken charge.
CARTESIAN COORDINATES (ANGSTROEM)
C 1.541 -1.591 -0.254  -0.89
H -0.541 -2.372 0.216  0.34
C -1.781 0.059 0.403  -0.90
H 0.583 0.626 -1.443  0.19
H -1.771 1.015 0.934  0.32
C 0.605 0.616 -0.340  0.24
H 1.227 2.170 0.637  0.35
N -0.418 -0.316 0.078  0.16
H 2.760 0.212 -0.672  0.36
C 0.131 -1.525 0.054  0.08
H -2.394 0.158 -0.498  0.28
O 0.437 1.905 0.156  -0.53
C 1.835 -0.253 -0.326  -0.34
H -2.213 -0.705 1.054  0.34



(3)
Below is C3H6N2O in the gas phase in a non-equilibrium geometry, with properties calculated with ωB97M-V with the def2-TZVPD basis set.

Computed properties:
gap between HOMO and LUMO	10.983	eV
lowest unoccupied orbital energy	0.70	eV
net charge	0
HOMO level	-10.29	eV
electronic energy	-302.64359	hartree
structure (SMILES)	N#C[C@@H](N)CO

Each line ends with the Mulliken charge.
CARTESIAN COORDINATES (ANGSTROEM)
C -0.976 -0.549 -0.235  -0.64
O -1.566 0.721 -0.416  -0.54
H -0.087 1.287 1.188  0.28
H -1.372 1.034 -1.306  0.32
H 0.798 -1.425 0.610  0.21
H -1.569 -1.075 0.519  0.32
H 1.416 0.792 1.635  0.26
C 1.381 -0.015 -0.807  0.11
C 0.467 -0.428 0.289  0.35
N 0.476 0.475 1.423  -0.61
N 2.116 0.308 -1.641  -0.43
H -0.988 -1.136 -1.162  0.36



(4)
Below is a molecular structure, C29H35CaFN5O8Si in a non-equilibrium geometry, with properties calculated with ωB97M-V with the def2-TZVPD basis set.

Computed properties:
gap between HOMO and LUMO	5.785	eV
lowest unoccupied orbital energy	0.44	eV
net charge	-1
HOMO level	-5.34	eV
electronic energy	-3069.03613	hartree

Each line ends with the Mulliken charge.
CARTESIAN COORDINATES (ANGSTROEM)
H 1.333 2.494 4.141  0.22
H 8.322 0.319 -4.321  0.38
H 7.462 -1.477 -0.203  0.36
C 8.972 0.364 -1.156  -0.50
C -2.470 -1.111 -2.785  -0.46
H 7.181 -0.800 1.660  0.28
C -1.150 4.132 2.993  -1.09
C 4.125 -1.829 -2.090  -0.64
Si -0.809 2.289 2.909  0.31
H -2.756 1.834 4.386  0.36
C 2.502 1.790 -3.315  0.50
C -2.408 -0.113 -1.668  -0.40
C 4.198 -1.823 2.055  -0.34
H 8.353 -2.689 2.791  0.39
C 8.895 -0.878 -2.046  -1.13
H 4.795 1.626 -2.811  0.29
C 5.351 -1.767 -0.018  0.31
H -0.894 -2.860 -0.425  0.43
Ca 0.941 0.395 0.509  2.02
O -0.275 1.830 1.470  -0.97
C 7.475 0.221 -3.629  -1.14
H 0.676 0.842 4.251  0.21
O 4.724 1.320 -1.232  -0.89
F 5.293 -1.636 -4.120  -0.46
H 7.690 -3.290 1.257  0.27
H -2.901 -0.906 -3.759  0.39
C 2.848 -1.743 0.050  0.77
N 0.369 1.572 -2.656  -1.02
H 6.595 1.331 -1.984  0.35
O 0.750 -1.136 2.011  -0.58
C 2.975 -1.793 1.505  0.32
H 9.961 0.480 -0.720  0.39
N 1.152 1.286 -1.588  0.32
N 7.676 -1.001 -2.830  0.05
H 9.024 -1.750 -1.410  0.46
C 4.132 -1.844 -0.692  0.11
H -3.205 1.720 2.664  0.26
H 4.274 -1.856 3.138  0.50
H 9.744 -0.855 -2.736  0.43
H 0.760 2.131 -4.644  0.49
H 9.428 1.746 -2.641  0.38
H 3.173 -1.880 -2.611  0.58
O 1.971 -2.199 3.603  -0.79
H -1.561 -0.487 0.435  0.53
C -1.414 -2.101 -0.999  -0.33
H -1.770 0.723 -1.987  0.08
C 3.592 2.040 -4.268  0.26
C 1.790 -1.717 2.479  0.03
H -1.923 4.405 2.257  0.26
H -2.313 0.388 3.440  0.27
C 2.447 1.418 -1.945  0.32
O 1.777 -1.601 -0.567  -0.85
C 6.516 -1.435 -2.109  -0.35
H -0.243 4.710 2.756  0.25
O 3.125 0.968 0.298  -0.92
C 7.373 1.447 -2.738  -0.69
H 8.629 2.404 -1.376  0.38
C 0.409 1.911 4.280  -0.93
N 8.678 1.589 -1.976  -0.02
N 5.369 -1.781 1.368  0.43
H 0.002 2.140 5.277  0.36
C -2.421 1.483 3.400  -1.07
H 6.859 -3.643 2.772  0.37
H -3.378 0.316 -1.389  0.40
O 3.419 2.346 -5.428  -0.72
C -1.864 -2.246 -2.400  -0.53
H 8.226 0.352 -0.371  0.47
C 6.606 -1.605 2.117  -0.87
H 6.571 0.174 -4.222  0.52
H 7.197 2.363 -3.291  0.57
C 5.296 -1.659 -2.772  0.43
C 3.506 1.220 -0.883  0.66
C 1.163 1.868 -3.674  -1.07
H -1.716 -3.131 -3.010  0.39
H -1.502 4.433 3.992  0.27
H 6.323 -1.252 3.103  0.50
C 7.429 -2.880 2.237  -1.11
C -1.741 -0.878 -0.560  -0.41
C 6.531 -1.575 -0.740  -0.34
O 4.826 1.875 -3.808  -0.29



(5)
Below is 2 unconnected molecules or ions with the total composition C2H3N3S in a non-equilibrium geometry, with properties calculated with ωB97M-V with the def2-TZVPD basis set.

Computed properties:
gap between HOMO and LUMO (spin up / spin down)	6.425 / 6.882	eV
lowest unoccupied orbital energy (spin up / spin down)	0.08 / -2.12	eV
net charge	0
HOMO level (spin up / spin down)	-6.35 / -9.00	eV
electronic energy	-640.09901	hartree
multiplicity	3

Each line ends with the Löwdin spin population.
CARTESIAN COORDINATES (ANGSTROEM)
C 1.054 0.679 -0.150  0.05
H 0.052 -2.052 0.471  -0.04
H -1.689 1.212 -1.219  0.01
H 1.668 0.309 0.654  0.01
C 0.383 1.981 -0.526  0.55
N -0.809 -1.001 -0.221  0.60
N -0.698 1.106 -1.052  0.19
N -0.182 0.027 -0.499  0.32
S 1.768 1.501 -1.593  0.31



(6)
Below is 2 unconnected molecules or ions with the total composition C3H4ClNOS in a non-equilibrium geometry, with properties calculated with ωB97M-V with the def2-TZVPD basis set.

Computed properties:
gap between HOMO and LUMO	9.914	eV
lowest unoccupied orbital energy	0.66	eV
net charge	0
HOMO level	-9.25	eV
electronic energy	-1105.06957	hartree
structure (SMILES)	Clc1cscn1.O

Each line ends with the Mulliken charge.
CARTESIAN COORDINATES (ANGSTROEM)
Cl 1.342 1.247 -0.822  -0.13
H -2.545 -1.062 -1.780  0.46
N -0.858 -0.027 -1.534  -0.48
H 3.748 -1.056 1.077  0.32
C -0.964 0.839 0.614  -0.29
S -2.541 0.138 0.432  -0.10
C -2.033 -0.382 -1.150  -0.08
O 2.852 -0.687 1.311  -0.64
H -0.836 1.528 1.396  0.44
C -0.252 0.710 -0.540  0.17
H 2.088 -1.248 0.996  0.33



The evaluated energy relative to the best compared isomer or geometry (same formula, charge and spin) for the records listed, in turn: 46.2 93.2 31.1 34.8 126.9 9.1 kcal per mole.